Formula: C5H14N2O2
Source: the OMol25 dataset
Level of theory: ωB97M-V/def2-TZVPD

XYZ file:
```
23
C5H14N2O2, DFT ωB97M-V/def2-TZVPD
O 1.706 -1.616 3.335
O 2.672 0.149 1.238
N -0.530 -0.419 -2.098
N 2.119 0.600 -0.892
C 0.484 1.003 0.893
C 1.811 0.434 0.414
C -2.532 -0.555 -0.607
C -1.032 -0.305 -0.709
C -0.620 1.077 -0.164
H -1.494 1.575 0.246
H -2.756 -1.618 -0.634
H 0.867 -1.167 3.239
H -3.127 -0.079 -1.400
H -2.945 -0.077 0.283
H -1.251 -0.175 -2.765
H 1.434 0.593 -1.631
H 2.415 -1.173 2.854
H -0.265 1.665 -1.015
H 0.706 1.982 1.305
H -0.542 -1.123 -0.178
H 0.155 0.409 1.751
H 3.006 0.196 -1.144
H -0.281 -1.379 -2.321
```

The multiplicity is 1. The HOMO energy is -9.84 eV. Its SMILES is C[C@@H](N)CCC(N)=O.O. Its gap between HOMO and LUMO is 10.61 eV.

Atom charges from the Löwdin analysis, given in e for atoms 1 to 8: atom 1 (O): -0.07, atom 2 (O): 0.02, atom 3 (N): 0.01, atom 4 (N): 0.18, atom 5 (C): -0.10, atom 6 (C): -0.53, atom 7 (C): -0.07, atom 8 (C): -0.43